(1)
71
Properties=species:S:1:pos:R:3:mulliken_spin:R:1 method="wB97M-V/def2-TZVPD" spin_multiplicity=2 homo_ev="-12.4 / -12.4" orbital_gap_ev="5.363 / 5.901" total_charge=+2
Re -0.737 1.017 -0.619 1.2944
C -2.792 3.956 1.776 0.0011
C -2.101 2.714 1.368 -0.0056
O -1.693 2.614 0.176 -0.0260
C -1.930 1.648 2.319 -0.0144
C -1.815 0.355 1.991 0.0457
C -1.759 -0.773 2.959 -0.0096
N -1.835 0.003 0.605 -0.1745
N -2.970 -0.617 0.251 -0.0877
C -3.179 -0.402 -1.032 -0.0046
O -2.300 0.321 -1.668 -0.0431
C -4.367 -0.912 -1.723 0.0143
C -4.644 -0.475 -3.019 -0.0027
C -5.785 -0.918 -3.665 0.0012
C -6.646 -1.799 -3.024 -0.0104
C -6.374 -2.234 -1.733 0.0062
C -5.238 -1.792 -1.078 -0.0142
H -2.093 4.553 2.373 0.0015
H -3.090 4.533 0.905 -0.0003
H -3.651 3.727 2.405 0.0001
H -1.981 1.914 3.367 0.0006
H -1.880 -0.420 3.979 0.0003
H -2.545 -1.497 2.730 0.0003
H -0.796 -1.285 2.873 0.0035
H -3.974 0.222 -3.505 -0.0044
H -6.010 -0.570 -4.664 0.0000
H -7.539 -2.144 -3.531 -0.0002
H -7.055 -2.911 -1.234 0.0000
H -5.020 -2.116 -0.068 -0.0019
C 0.841 -1.565 -4.000 -0.0001
C 0.159 -0.430 -3.204 0.0205
N 0.442 -0.560 -1.743 -0.0669
C 1.922 -0.434 -1.530 -0.0367
C 2.685 -1.484 -2.365 -0.0016
N 1.677 -2.370 -3.043 0.0010
C 0.802 -3.021 -2.008 -0.0002
C 0.003 -1.911 -1.289 0.0143
H 1.499 -1.184 -4.777 0.0001
H 0.122 -2.239 -4.459 0.0001
H -0.915 -0.455 -3.346 0.0043
H 0.522 0.541 -3.532 -0.0060
H 2.129 -0.544 -0.471 0.0208
H 2.227 0.567 -1.808 -0.0005
H 3.321 -2.112 -1.747 0.0001
H 3.301 -1.031 -3.138 0.0002
H 2.169 -3.094 -3.564 -0.0002
H 1.449 -3.568 -1.328 -0.0001
H 0.152 -3.730 -2.513 0.0000
H 0.143 -1.975 -0.215 -0.0016
H -1.059 -2.007 -1.497 0.0041
C 5.284 -0.432 1.405 0.0000
C 4.672 0.264 2.595 -0.0002
C 4.934 -0.152 3.892 -0.0002
C 4.376 0.506 4.978 0.0001
Cl 4.737 -0.032 6.587 0.0000
C 3.546 1.583 4.781 -0.0001
C 3.271 2.015 3.485 -0.0005
C 3.842 1.363 2.411 0.0001
O 3.645 1.728 1.082 0.0025
C 2.890 2.890 0.795 -0.0018
C 1.415 2.545 0.868 0.0035
O 0.665 2.947 1.712 0.0151
O 1.056 1.654 -0.091 0.0599
H 5.900 -1.272 1.724 0.0000
H 5.906 0.254 0.827 0.0000
H 4.509 -0.805 0.726 0.0003
H 5.593 -0.995 4.062 0.0000
H 3.113 2.094 5.632 0.0000
H 2.602 2.851 3.343 0.0003
H 3.160 3.165 -0.221 0.0000
H 3.094 3.719 1.469 -0.0003

=====

(2)
60
Properties=species:S:1:pos:R:3:mulliken_charge:R:1 method="wB97M-V/def2-TZVPD" homo_ev=-7.6 orbital_gap_ev=8.138 smiles="COc1ccc(CCNC(=O)c2ccc3c(c2)N(Cc2ccc(F)cc2)CCS3)cc1OC" total_charge=0
C 2.010 1.975 3.532 -0.9398
H 2.343 3.009 3.399 0.4287
O 0.633 1.838 3.286 -0.4275
C 0.151 2.252 2.076 0.8475
C 0.930 2.655 1.007 -0.3970
C 0.342 3.086 -0.176 -0.6415
C -1.032 3.131 -0.305 -0.2744
C -1.822 2.698 0.760 0.0210
C -1.255 2.259 1.943 0.6392
O -1.951 1.833 3.034 -0.4327
C -3.355 1.839 2.975 -1.1202
H -3.693 1.476 3.944 0.2309
H -3.748 2.848 2.813 0.4631
H -3.730 1.172 2.192 0.3670
H -2.895 2.729 0.653 0.5352
C -1.664 3.603 -1.584 -1.4917
H -2.460 4.320 -1.379 0.4879
H -0.905 4.089 -2.197 0.3952
C -2.251 2.428 -2.390 -0.9032
N -1.341 1.307 -2.436 -0.0725
C -0.190 1.342 -3.157 0.0479
O 0.041 2.197 -3.989 -0.6692
C 0.725 0.196 -2.885 0.6714
C 0.866 -0.316 -1.603 1.0133
C 1.682 -1.421 -1.326 -0.7237
C 2.335 -2.010 -2.424 0.3844
C 2.225 -1.472 -3.697 -0.6620
C 1.440 -0.364 -3.938 -1.0906
H 1.349 0.056 -4.926 0.4977
H 2.767 -1.949 -4.500 0.4241
S 3.313 -3.474 -2.250 -0.1828
C 2.394 -4.142 -0.833 -0.7681
C 2.443 -3.138 0.301 -0.6108
N 1.795 -1.891 -0.038 0.4887
C 1.351 -1.117 1.095 -2.4125
C -0.085 -1.362 1.506 0.9302
C -1.026 -1.843 0.605 -0.0133
C -2.348 -2.006 0.982 -0.9012
C -2.714 -1.688 2.276 0.3492
C -1.795 -1.231 3.201 -0.6584
C -0.481 -1.072 2.807 -0.0299
H 0.239 -0.699 3.517 0.3204
H -2.108 -0.997 4.205 0.4387
F -4.008 -1.829 2.644 -0.3947
H -3.088 -2.372 0.287 0.4877
H -0.732 -2.096 -0.402 0.4826
H 1.478 -0.049 0.880 0.5211
H 2.006 -1.349 1.942 0.5706
H 1.922 -3.560 1.169 0.4387
H 3.494 -2.966 0.580 0.2814
H 2.876 -5.075 -0.547 0.4359
H 1.369 -4.336 -1.150 0.3401
H 0.344 0.168 -0.792 -0.1035
H -1.417 0.631 -1.693 0.1822
H -2.436 2.756 -3.416 0.4063
H -3.187 2.082 -1.948 0.4642
H 0.971 3.394 -0.996 0.3704
H 2.007 2.652 1.080 0.4269
H 2.608 1.318 2.890 0.2654
H 2.153 1.684 4.572 0.2662

=====

(3)
83
Properties=species:S:1:pos:R:3:mulliken_charge:R:1 method="wB97M-V/def2-TZVPD" homo_ev=-7.3 orbital_gap_ev=7.583 total_charge=0
Ba 2.129 -0.365 0.573 2.0290
C 1.508 3.768 2.725 -1.8344
C 1.315 3.162 1.348 2.1741
C 1.210 4.223 0.268 -1.6646
O 0.125 2.348 1.398 -0.4399
C 2.389 2.105 1.029 0.2137
O 2.796 1.388 1.972 -0.8328
O 2.610 1.819 -0.172 -0.8968
H 0.704 4.473 2.932 0.4354
H 2.460 4.295 2.776 0.3911
H 1.505 2.989 3.483 0.3561
H 0.293 4.796 0.406 0.3701
H 1.208 3.774 -0.723 0.3030
H 2.057 4.905 0.329 0.4524
H -0.321 2.418 0.537 -0.1435
C 3.373 -3.883 -0.290 -1.7024
N 2.317 -2.906 -0.164 0.1173
C 1.123 -3.287 -0.459 -0.1531
C -0.079 -2.533 -0.330 0.2497
C -1.348 -3.004 -0.685 -0.8815
C -2.250 -2.013 -0.317 -0.6950
C -1.482 -0.990 0.238 -0.8484
N -0.173 -1.276 0.238 -0.3462
C 3.834 -4.464 1.031 0.7369
C 4.742 -5.519 1.024 -0.4500
C 5.234 -6.042 2.207 -0.5407
C 4.822 -5.518 3.423 -0.4735
C 3.909 -4.477 3.442 -0.6976
C 3.418 -3.955 2.254 -0.1409
H 4.240 -3.382 -0.738 0.2304
H 3.097 -4.702 -0.970 0.5501
H 0.966 -4.302 -0.848 0.2539
H -1.567 -3.959 -1.136 0.4528
H -3.323 -2.038 -0.415 0.5156
H -1.827 -0.058 0.666 0.7332
H 5.070 -5.932 0.077 0.3952
H 5.939 -6.862 2.181 0.3960
H 5.201 -5.928 4.349 0.3986
H 3.569 -4.072 4.386 0.4189
H 2.684 -3.160 2.278 0.4755
C -7.364 -0.074 -2.093 -1.4688
C -6.147 0.764 -2.454 0.0031
C -5.010 0.531 -1.468 -0.7221
N -3.853 1.351 -1.782 0.2750
C -3.055 2.038 -0.966 -0.4365
S -1.557 2.563 -1.450 -0.4617
N -3.496 2.282 0.331 0.3076
C -4.699 2.808 0.788 -0.0975
O -4.953 2.780 1.970 -0.6175
C -5.608 3.462 -0.200 0.5961
C -6.980 3.348 0.001 -0.4582
C -7.858 3.991 -0.854 -0.6006
C -7.367 4.773 -1.890 -0.4271
C -6.000 4.912 -2.073 -0.7290
C -5.117 4.252 -1.235 0.1102
H -8.170 0.076 -2.809 0.3912
H -7.740 0.195 -1.107 0.3313
H -7.122 -1.137 -2.080 0.3684
H -6.404 1.823 -2.462 0.0551
H -5.805 0.511 -3.462 0.4384
H -4.698 -0.520 -1.494 0.4436
H -5.334 0.741 -0.449 0.2754
H -3.467 1.239 -2.709 0.2649
H -2.774 2.264 1.041 0.2170
H -7.341 2.761 0.834 0.4775
H -8.925 3.893 -0.707 0.4050
H -8.054 5.285 -2.551 0.3976
H -5.619 5.537 -2.869 0.4211
H -4.051 4.368 -1.375 0.4100
S 7.022 -1.642 2.162 -0.2435
C 5.369 -1.151 2.156 -0.3887
N 4.823 -0.933 1.011 0.1660
C 5.746 -1.131 0.000 -0.5316
C 5.498 -0.961 -1.364 -0.1681
C 6.516 -1.212 -2.256 -0.6421
C 7.778 -1.626 -1.813 -0.5222
C 8.044 -1.790 -0.470 -0.4879
C 7.016 -1.537 0.434 0.7976
H 4.835 -1.044 3.088 0.4334
H 4.527 -0.626 -1.708 0.3163
H 6.341 -1.084 -3.316 0.3967
H 8.559 -1.815 -2.536 0.3869
H 9.021 -2.102 -0.130 0.4105

=====

(4)
12
Properties=species:S:1:pos:R:3:mulliken_charge:R:1 method="wB97M-V/def2-TZVPD" homo_ev=-8.8 orbital_gap_ev=8.670 smiles="C=C(C)SC=S" total_charge=0
C 0.961 1.136 0.408 -0.8787
C 0.485 -0.354 0.239 0.3072
C 1.167 -1.234 -0.514 -0.7291
C -2.210 -0.153 -0.023 -0.1586
H 0.185 1.836 0.017 0.2668
H 1.876 1.277 -0.203 0.3204
H 1.171 1.376 1.472 0.2710
H 0.821 -2.229 -0.682 0.2914
H 2.056 -0.995 -1.060 0.2668
H -1.623 0.249 -0.827 0.2884
S -1.089 -0.809 1.170 -0.0199
S -3.801 -0.100 0.003 -0.2259